This record from the Open Molecules 2025 dataset describes a 2-piece molecular cluster, C5H8N2S overall at a distorted geometry. The level of theory is ωB97M-V with the def2-TZVPD basis set.

Output
Frontier orbital gap (eV): 8.796
DFT total energy (Ha): -702.95582
HOMO energy (eV): -8.355
LUMO energy (eV): 0.4
Charge: 0
SMILES string: C=NC=S.CCC#N
ΔE to the lowest compared entry with this formula, charge and spin (eV): 2.019

```
16
Properties=species:S:1:pos:R:3:forces:R:3:nbo_charge:R:1
C -3.143148 1.875164 -0.094287 -0.1 0.1 -0.2 0.035
N -3.498417 0.786708 0.400314 0.0 0.8 0.6 -0.389
C -3.732449 -0.460768 0.061271 0.2 -1.1 -0.1 -0.090
S -2.572169 -1.574429 -0.245080 -0.1 0.0 -0.1 -0.122
H -3.051058 2.045237 -1.165321 0.1 -0.1 -0.1 0.179
H -2.941521 2.702811 0.572668 0.1 0.1 0.0 0.182
H -4.768064 -0.776717 0.182051 -0.1 0.2 -0.2 0.205
C 2.205125 -1.268270 -0.281464 0.0 0.0 0.0 -0.587
C 1.919925 0.082783 0.376572 0.5 -0.4 0.2 -0.514
C 0.880985 0.807012 -0.308180 -0.3 0.3 -0.1 0.308
N 0.070885 1.408460 -0.847243 -0.4 0.3 -0.2 -0.353
H 1.330684 -1.910968 -0.210303 0.0 0.0 0.0 0.224
H 3.039525 -1.747239 0.225772 0.0 -0.1 0.0 0.214
H 2.461188 -1.143949 -1.330551 0.0 0.0 -0.1 0.216
H 2.815038 0.714041 0.379405 -0.1 -0.1 0.1 0.244
H 1.598606 -0.078627 1.406796 0.1 0.1 0.0 0.248
```
Positions in Å, forces in eV/Å.

This record from the Open Molecules 2025 dataset describes an isolated ion of composition C5H8N3 and charge +1 at a distorted geometry. The level of theory is ωB97M-V with the def2-TZVPD basis set.

Output
Frontier orbital gap (eV): 9.434
DFT total energy (Ha): -359.21150
HOMO energy (eV): -14.464
LUMO energy (eV): -5.0
Charge: +1
SMILES string: C[C@]12C=N[NH+]=CN1C2
ΔE to the lowest compared entry with this formula, charge and spin (eV): 3.899

```
16
Properties=species:S:1:pos:R:3:forces:R:3:nbo_charge:R:1
C -1.454095 -0.760574 0.872754 0.5 0.4 3.0 -0.640
C -0.440205 -0.419976 -0.202472 -1.8 0.8 0.7 0.022
C 0.812436 -1.198977 -0.238836 1.0 -1.1 -1.2 0.094
N 1.870466 -0.728956 0.272693 0.6 0.4 0.3 -0.176
N 1.882507 0.645985 0.685085 -1.5 0.4 -1.0 -0.413
C 1.065718 1.489062 -0.007430 -1.4 -0.2 0.7 0.380
N -0.156693 0.995459 -0.281630 1.9 0.5 1.3 -0.306
C -0.910509 0.441105 -1.340076 0.8 -2.2 -2.7 -0.197
H -2.008059 -1.691782 0.685102 0.5 0.2 0.1 0.256
H -2.203977 0.035335 1.147911 0.7 -0.5 -1.1 0.258
H -0.875960 -0.789039 1.904959 -1.0 -0.6 -2.0 0.237
H 0.980833 -2.165922 -0.834328 -0.6 1.3 1.3 0.264
H 2.517032 0.840444 1.463825 0.0 0.3 -0.9 0.461
H 1.180046 2.552471 -0.331325 0.8 -1.0 0.8 0.262
H -0.284672 0.257873 -2.223280 -0.5 0.4 0.0 0.228
H -1.974863 0.497493 -1.572947 0.3 1.0 0.7 0.269
```
Positions in Å, forces in eV/Å.

This record from the Open Molecules 2025 dataset describes an isolated ion of composition C5H8N3O and charge +1 at a distorted geometry. The level of theory is ωB97M-V with the def2-TZVPD basis set.

Output
Frontier orbital gap (eV): 6.963
DFT total energy (Ha): -434.40752
HOMO energy (eV): -13.482
LUMO energy (eV): -6.5
Charge: +1
ΔE to the lowest compared entry with this formula, charge and spin (eV): 5.131

```
17
Properties=species:S:1:pos:R:3:forces:R:3:nbo_charge:R:1
C -1.821203 -0.588670 -0.962503 1.5 -0.3 0.6 -0.067
C -0.894588 -0.161135 -0.057991 -0.7 1.8 -0.9 -0.036
C 1.017175 -1.114295 0.984885 1.3 1.2 -1.3 -0.632
C 1.887830 1.594097 -0.869804 -0.7 1.1 3.9 0.399
C 0.604953 -0.305409 -0.218478 -2.4 1.7 0.8 0.097
N -3.013742 -0.429707 -0.435060 -2.7 -0.2 -0.9 -0.227
N -1.744643 0.437868 0.964615 6.5 -1.5 -1.7 -0.299
N -2.939773 0.190161 0.661187 -3.4 0.9 1.6 0.024
O 1.206989 1.072271 0.030302 0.5 -0.2 -1.2 -0.305
H -1.750183 -1.041100 -1.913208 0.4 -0.5 -0.7 0.235
H 0.432687 -1.957799 0.938117 -1.3 -2.1 0.4 0.257
H 1.992562 -1.385893 0.787329 2.4 -1.0 0.2 0.227
H 0.993142 -0.627227 1.948495 -0.5 0.4 0.0 0.254
H 2.120581 1.297211 -1.828450 0.0 -1.4 -2.2 0.202
H 2.299494 2.468773 -0.462032 0.8 1.6 -0.2 0.206
H -1.322883 0.946444 1.735550 -1.2 -0.1 0.2 0.430
H 0.931608 -0.395590 -1.302955 -0.6 -1.4 1.5 0.233
```
Positions in Å, forces in eV/Å.

This record from the Open Molecules 2025 dataset describes an isolated ion of composition C5H8N3O2 and charge +1 at a distorted geometry. The level of theory is ωB97M-V with the def2-TZVPD basis set.

Output
Frontier orbital gap (spin up / spin down) (eV): 6.458 / 6.540
DFT total energy (Ha): -509.56214
HOMO energy (spin up / spin down) (eV): -12.934 / -13.003
LUMO energy (spin up / spin down) (eV): -6.5 / -6.5
Charge: +1
SMILES string: N\N=C/C=C\C=C\[N+](=O)O
ΔE to the lowest compared entry with this formula, charge and spin (eV): 7.331

```
18
Properties=species:S:1:pos:R:3:forces:R:3:nbo_charge:R:1
N -0.891795 1.676273 -0.859768 0.5 -2.1 0.1 -0.453
N -1.939681 1.526472 -0.089213 0.8 0.9 -0.3 -0.034
C -2.186167 0.559418 0.816889 -0.9 0.3 1.0 -0.113
C -1.523417 -0.634023 0.900473 -1.0 -0.8 1.9 -0.063
C -0.431585 -1.175040 0.257032 1.3 -1.5 -1.4 -0.280
C 0.848300 -0.751024 -0.092239 -1.3 -0.1 2.3 -0.135
C 1.608914 0.207012 0.657607 -1.2 -1.1 -1.0 -0.148
N 2.838791 0.418864 0.298985 3.7 3.3 1.1 0.432
O 3.662580 1.174368 0.901769 -1.8 -2.1 -1.4 -0.360
O 3.193539 -0.096764 -0.869935 1.0 -0.8 -1.6 -0.502
H -0.886846 2.451473 -1.525864 -0.8 -0.1 0.5 0.417
H -0.101836 0.953108 -1.132672 -2.1 1.3 1.4 0.396
H -3.099298 0.534853 1.614979 2.0 1.3 -2.7 0.264
H -2.098498 -1.288471 1.617501 0.9 0.1 -1.1 0.251
H -0.577171 -2.253733 -0.002396 0.0 0.9 0.2 0.270
H 1.347765 -1.465904 -0.699814 0.7 -0.1 -0.6 0.259
H 1.407230 0.687007 1.577551 -0.8 0.3 0.6 0.264
H 4.150992 0.070159 -1.094557 -0.9 0.2 1.0 0.536
```
Positions in Å, forces in eV/Å.

This record from the Open Molecules 2025 dataset describes an isolated ion of composition C5H8N3O2 and charge +1 at a distorted geometry. The level of theory is ωB97M-V with the def2-TZVPD basis set.

Output
Frontier orbital gap (eV): 9.860
DFT total energy (Ha): -509.60417
HOMO energy (eV): -15.957
LUMO energy (eV): -6.1
Charge: +1
SMILES string: C[N+]1(C)N=CC=C1[N+](=O)[O-]
ΔE to the lowest compared entry with this formula, charge and spin (eV): 6.187

```
18
Properties=species:S:1:pos:R:3:forces:R:3:nbo_charge:R:1
C 0.517881 1.164482 0.919477 3.5 0.6 -0.3 -0.414
N 0.074515 0.033226 0.088774 -1.9 -1.0 1.6 -0.107
C 0.679631 -1.226111 0.619886 2.9 2.6 -0.4 -0.380
N 0.409865 0.318594 -1.241813 -0.4 -0.1 -0.4 -0.176
C -0.702229 0.507756 -1.850565 1.3 -0.1 -0.7 0.083
C -1.909848 0.360067 -1.078280 2.0 -1.8 1.9 -0.179
C -1.456770 -0.060099 0.129069 0.7 1.2 -2.5 0.251
N -2.261378 -0.474035 1.249288 1.1 1.1 0.4 0.504
O -3.427821 -0.469648 1.038735 -1.4 -0.5 -0.1 -0.275
O -1.674413 -0.639181 2.293517 0.1 -0.4 0.4 -0.340
H 1.673877 1.341146 0.785293 -2.3 -0.4 -0.4 0.265
H -0.031432 1.991950 0.522059 -0.2 0.9 0.6 0.240
H 0.484957 0.868176 1.947422 -1.0 0.4 0.6 0.252
H 0.260012 -2.032091 0.177236 -1.5 -2.6 -1.1 0.231
H 1.761616 -1.177370 0.383796 -0.6 0.0 0.0 0.252
H 0.564591 -1.094128 1.650810 -0.3 -0.8 1.5 0.243
H -0.551283 0.632065 -2.892420 -0.6 0.5 -0.9 0.259
H -2.869261 0.233077 -1.464310 -1.5 0.4 -0.3 0.290
```
Positions in Å, forces in eV/Å.

This record from the Open Molecules 2025 dataset describes an isolated ion of composition C5H8N3O2 and charge +1 at a distorted geometry. The level of theory is ωB97M-V with the def2-TZVPD basis set.

Output
Frontier orbital gap (spin up / spin down) (eV): 6.500 / 8.098
DFT total energy (Ha): -509.51802
HOMO energy (spin up / spin down) (eV): -12.748 / -13.536
LUMO energy (spin up / spin down) (eV): -6.2 / -5.4
Charge: +1
SMILES string: [NH2+]=NC/C=C\C=C=[N+]([O-])O
ΔE to the lowest compared entry with this formula, charge and spin (eV): 8.531

```
18
Properties=species:S:1:pos:R:3:forces:R:3:nbo_charge:R:1
N -0.224662 -1.837314 0.490364 1.6 -1.0 0.7 -0.428
N -0.133261 -0.916348 -0.411078 2.7 -2.7 2.0 -0.020
C -1.297068 -0.561544 -1.001892 -3.4 0.7 -2.3 -0.348
C -1.848870 0.715770 -0.479852 1.3 1.5 2.2 -0.118
C -1.248842 1.633251 0.328167 0.6 -1.0 -1.4 -0.224
C 0.229783 1.699692 0.596373 -0.8 -0.7 -0.1 -0.194
C 1.073236 0.763965 0.235603 -2.8 1.5 -0.1 0.240
N 2.252008 0.357813 -0.007817 0.7 -2.0 0.8 0.327
O 2.973449 0.488896 -0.965809 0.6 0.4 -0.6 -0.293
O 2.471259 -0.752454 0.856008 2.0 -0.7 -0.6 -0.571
H 0.667836 -2.200889 0.872736 -0.5 0.8 -0.6 0.422
H -0.996397 -2.427147 0.864998 -0.4 1.4 -0.9 0.414
H -2.143862 -1.334884 -0.899535 1.4 0.9 -0.3 0.238
H -1.069917 -0.332415 -2.086785 -0.3 -0.6 0.8 0.284
H -2.863312 0.842124 -0.708681 -1.3 0.3 -0.3 0.238
H -1.824797 2.474100 0.662788 -0.1 0.2 0.1 0.250
H 0.642806 2.543991 1.126146 -0.1 0.3 0.1 0.268
H 3.340613 -1.156608 0.528271 -1.3 0.8 0.5 0.513
```
Positions in Å, forces in eV/Å.

This record from the Open Molecules 2025 dataset describes C5H8N4 as an isolated structure at a distorted geometry. The level of theory is ωB97M-V with the def2-TZVPD basis set.

Output
Frontier orbital gap (eV): 9.626
DFT total energy (Ha): -414.19810
HOMO energy (eV): -9.527
LUMO energy (eV): 0.1
Charge: 0
ΔE to the lowest compared entry with this formula, charge and spin (eV): 3.648

```
17
Properties=species:S:1:pos:R:3:forces:R:3:nbo_charge:R:1
C -1.596090 -1.182898 0.033080 1.3 -3.5 -1.4 -0.020
C -0.651686 -0.176626 -0.029986 -1.4 -1.6 0.2 0.214
C 1.154366 1.461546 -0.427279 -0.1 -0.2 -0.1 -0.602
C 1.654793 -0.818642 0.544729 -0.1 0.0 -0.2 -0.590
C 0.767023 -0.014721 -0.415056 0.4 0.1 0.3 -0.266
N -2.622451 0.977556 0.528385 -0.8 1.1 0.8 -0.080
N -3.306080 0.218989 -0.325866 -1.0 0.4 -0.5 -0.026
N -1.404819 0.672467 0.584102 1.8 4.5 1.0 -0.172
N -2.817723 -0.929275 -0.437863 -0.3 -0.9 -0.1 -0.192
H -1.427169 -2.219092 0.315207 0.1 0.0 -0.2 0.200
H 1.059948 1.881684 0.570506 0.0 0.1 0.1 0.222
H 0.506295 2.022990 -1.096276 0.0 0.1 0.0 0.220
H 2.182043 1.576033 -0.761398 0.1 0.0 0.0 0.217
H 2.694213 -0.742936 0.234912 0.1 0.0 0.0 0.218
H 1.368782 -1.867795 0.551331 0.0 -0.1 0.0 0.212
H 1.564942 -0.423517 1.553555 0.0 0.0 0.1 0.214
H 0.873618 -0.435771 -1.422083 -0.1 0.0 0.1 0.232
```
Positions in Å, forces in eV/Å.

This record from the Open Molecules 2025 dataset describes one molecule with the formula C5H8N4O3 at a distorted geometry. The level of theory is ωB97M-V with the def2-TZVPD basis set.

Output
Frontier orbital gap (eV): 9.568
DFT total energy (Ha): -639.95496
HOMO energy (eV): -8.801
LUMO energy (eV): 0.8
Charge: 0
ΔE to the lowest compared entry with this formula, charge and spin (eV): 2.587

```
20
Properties=species:S:1:pos:R:3:forces:R:3:nbo_charge:R:1
C 0.279444 -0.577305 1.147685 2.1 -0.4 1.0 -0.012
C 0.465384 -0.189682 -0.254128 -3.3 -0.1 -1.4 0.469
C -1.044843 1.605564 0.101584 0.3 1.7 -0.4 0.369
C -1.663421 -1.082906 -0.313576 -2.1 -0.9 0.8 0.705
C 2.789149 0.181291 -0.220938 0.5 -2.3 1.3 -0.414
N -0.781211 -0.886690 1.757537 -1.1 -0.4 0.9 -0.187
N -0.605176 -0.867451 -0.968516 1.1 1.1 0.0 -0.559
N -1.932750 -0.964681 1.032980 3.0 0.5 -1.6 -0.426
N 1.660094 -0.364607 -0.926279 0.7 -0.7 2.8 -0.594
O 0.188501 1.335432 -0.264696 -1.1 0.8 0.3 -0.557
O -1.236118 2.982217 0.102445 -0.9 -2.0 -0.1 -0.700
O -2.715068 -1.639171 -0.930185 -0.3 0.9 -2.0 -0.667
H 1.190114 -0.691409 1.710001 -0.1 0.1 0.6 0.196
H 3.091902 1.161618 -0.376241 -0.3 2.2 -0.3 0.193
H 3.665248 -0.385428 -0.463896 0.6 -0.6 -0.2 0.196
H 2.617323 -0.022532 0.841698 0.4 0.5 -0.3 0.191
H -2.225180 3.031744 0.240116 1.7 0.1 0.0 0.496
H -2.761234 -1.291153 1.468735 -0.4 -0.4 0.2 0.419
H 1.608692 -0.004357 -1.811348 -0.5 0.7 -2.8 0.381
H -2.590850 -1.330496 -1.872979 -0.4 -0.9 1.1 0.503
```
Positions in Å, forces in eV/Å.